Entry from the Open Molecules 2025 dataset: the molecule C3H6O3 (ωB97M-V/def2-TZVPD).

## Properties
- 2S+1 = 1
- SMILES = COC(=O)CO
- HOMO (eV) = -10.605
- molecular weight (g mol⁻¹) = 90.08
- net charge = 0
- calculated total energy (eV) = -9350.6087
- ΔE to the lowest compared entry with this formula, charge and spin (kcal/mol) = 16.3

Structure (XYZ):
```
12
Properties=species:S:1:pos:R:3:forces:R:3
C -0.80013 -0.49845 -1.85856 -0.0118 -0.0675 -0.2364
O -0.89214 -0.07742 -0.49291 0.0970 0.0232 0.1438
C 0.26714 0.03462 0.15351 0.3342 0.0107 -0.0634
O 1.35403 -0.19569 -0.33009 -0.4660 0.0585 0.1698
C 0.09930 0.50819 1.58300 -0.2563 -0.0131 -0.1170
O 1.28901 0.33639 2.29344 0.1705 0.0300 -0.0355
H -0.44247 0.32552 -2.48183 -0.0307 -0.1214 0.0878
H -0.11659 -1.34481 -1.95064 -0.1102 0.1113 0.0015
H -1.81122 -0.78257 -2.14852 0.1443 0.0529 0.0223
H -0.20867 1.56487 1.54885 0.0377 -0.1184 -0.0202
H -0.71419 -0.05041 2.05784 0.0985 0.0308 -0.0593
H 1.97592 0.17976 1.62590 -0.0072 0.0029 0.1067
```
Forces are in eV/Å.

Which charges does Mulliken predict for the atoms? In e, they are:
1. C -0.628
2. O -0.316
3. C 0.721
4. O -0.601
5. C -0.300
6. O -0.527
7. H 0.280
8. H 0.302
9. H 0.233
10. H 0.221
11. H 0.272
12. H 0.343

Entry from the Open Molecules 2025 dataset: a 10-piece molecular cluster, C17H54N6O17 overall in a non-equilibrium geometry (ωB97M-V/def2-TZVPD).

## Properties
- 2S+1 = 1
- SMILES = NC(N)=O.NC(N)=O.NC(N)=O.OCCO.OCCO.OCCO.OCCO.OCCO.OCCO.OCCO
- HOMO (eV) = -9.524
- molecular weight (g mol⁻¹) = 614.64
- net charge = 0
- calculated total energy (eV) = -62252.7866
- ΔE to the lowest compared entry with this formula, charge and spin (kcal/mol) = 8.7

Structure (XYZ):
```
94
Properties=species:S:1:pos:R:3:forces:R:3
C 10.40595 11.26733 17.06367 0.6081 0.6980 -0.3148
O 10.97245 10.98026 18.11053 0.3737 0.1026 -0.5121
N 10.98015 11.87348 15.98318 -1.4192 -0.4721 -0.3269
N 9.09052 10.94908 16.88118 -1.1394 -0.6553 0.6185
H 10.46439 11.99973 15.10194 0.5374 -0.1072 0.6101
H 11.90977 12.17764 16.05401 1.1881 0.4117 -0.0602
H 8.45580 11.54768 16.35276 0.3531 -0.1172 0.0387
H 8.78175 10.57500 17.77828 -0.4762 0.3700 -0.4432
C 10.75080 6.58778 13.31095 -1.5501 -0.5874 1.2521
O 11.30583 6.98645 12.33029 1.4889 0.3437 -2.6655
N 11.27876 6.76811 14.53602 2.6634 1.3992 -0.6331
N 9.53335 5.96572 13.20366 -0.2344 0.2414 -0.2993
H 10.72484 7.04566 15.29850 -1.2584 -0.0086 1.1551
H 12.03666 7.48808 14.39113 -0.9232 -1.0745 0.7730
H 9.40285 5.55537 12.29204 -0.3062 -0.0331 0.2077
H 9.06802 5.59634 14.01257 -0.0238 -0.4268 0.2976
C 10.83580 11.03056 12.26976 -0.0618 -1.5375 -0.2921
O 10.11074 11.84731 12.82966 -1.1815 1.4715 1.2226
N 11.69439 11.45724 11.32512 0.2635 -0.1171 0.3286
N 10.70678 9.69518 12.63528 1.5093 1.4198 -1.3670
H 11.57749 12.41918 10.95750 0.0743 -1.0297 0.2985
H 12.18892 10.74596 10.81215 0.0216 0.2737 -0.2938
H 9.80742 9.48450 13.04867 0.0806 0.0142 0.0108
H 11.16425 8.97904 12.05951 -0.4625 0.3574 0.4841
C 7.01231 9.09792 12.68465 -2.4636 0.7980 -1.1359
C 7.17884 10.07903 11.40962 1.8804 -1.7962 2.6191
O 7.60521 9.39352 10.24796 0.9603 1.8053 -0.7742
O 8.15153 8.76122 13.40968 0.3231 0.6438 0.2862
H 6.32277 8.18856 12.46962 1.3273 1.2771 0.0000
H 6.44194 9.70857 13.40562 -0.0601 -0.0817 -0.3580
H 7.91220 10.84859 11.73589 -0.0696 -0.4653 -0.1970
H 6.29604 10.61489 11.24304 -1.8117 0.4953 -0.1924
H 8.03953 10.15576 9.75827 -0.4936 -1.5732 0.2675
H 8.53557 7.94291 13.12971 0.3256 -1.1778 -0.5870
C 12.83976 15.50519 13.19478 -2.0514 0.0023 1.2787
C 13.76816 14.34822 13.18893 0.3594 -0.1502 -0.9883
O 13.23511 13.19269 13.85334 0.7848 0.6944 0.4555
O 12.88162 16.19941 14.42634 0.7535 2.0711 -0.4433
H 11.77527 15.19693 13.16946 0.4171 -0.3553 -1.0292
H 13.05227 16.23155 12.41790 0.0939 0.0340 -0.0819
H 14.61042 14.71097 13.79516 0.3983 -0.2197 -0.7424
H 14.01857 14.16734 12.09759 0.0699 -0.4118 1.3371
H 13.77134 13.15093 14.67200 -0.6237 -0.6351 -0.4537
H 12.81214 15.64943 15.18226 -0.2448 -1.1397 0.7572
C 9.84803 12.62992 7.99872 0.8070 0.6463 -1.3183
C 9.75492 13.85663 8.90161 -1.0207 -1.6875 1.6369
O 10.74946 13.92702 9.92245 0.1904 -0.1718 0.6357
O 9.24579 11.49899 8.55680 -0.4047 -1.1684 0.3061
H 10.90352 12.38359 7.71728 -0.4661 0.4310 0.3666
H 9.33447 12.84957 7.03091 0.2674 0.2265 0.6221
H 8.76580 13.79478 9.43427 0.5987 0.2460 -0.7922
H 9.86958 14.75062 8.37397 -0.3064 1.2924 -1.3780
H 10.33127 14.39742 10.67168 0.1898 -0.3679 -0.3414
H 9.19290 10.79091 7.86730 0.1009 0.4316 0.5141
C 7.87444 7.73708 17.03172 0.9966 -2.3357 -2.8862
C 7.31761 6.76080 15.92236 0.5577 0.5693 0.5446
O 8.11238 5.53054 15.87283 -0.6732 1.0638 0.3502
O 9.21487 8.10508 16.70712 -0.7790 -0.0082 0.2624
H 7.89785 7.13436 17.90284 -0.1258 -0.1506 1.4136
H 7.19816 8.54647 17.05894 -0.6475 1.1579 0.4735
H 7.46035 7.26875 14.92269 -0.7086 -0.6980 1.1535
H 6.25643 6.55492 16.25222 0.8717 -0.0237 -0.9051
H 8.47920 5.43007 16.76365 0.0342 -0.2230 -0.3284
H 9.11811 9.01718 16.40916 0.5587 0.3752 -0.2078
C 7.31155 13.80255 14.01555 -0.6314 0.7721 0.8032
C 8.28144 14.74265 13.26746 0.2736 -0.5022 2.8592
O 8.80068 14.09508 12.17379 -0.0485 0.5782 -1.5090
O 7.92380 12.57068 14.35660 -0.0214 0.1246 0.1837
H 6.43841 13.67339 13.35116 0.2305 -0.3679 0.0776
H 6.87246 14.27683 14.97334 0.9621 -0.6153 -1.3394
H 9.12434 15.04010 14.01212 -1.3653 0.0756 -1.2306
H 7.66444 15.51972 12.89255 -0.1251 1.3693 0.0045
H 9.40143 13.44909 12.51048 1.2016 -1.3832 -0.1032
H 8.60329 12.32803 13.69386 -0.3601 -0.2162 0.1888
C 14.89163 10.53304 15.21806 -1.9764 -0.4039 0.5885
C 13.66861 9.92403 14.49070 0.7321 -1.2316 0.0309
O 12.82408 9.19013 15.39126 0.1405 0.2282 0.1582
O 14.30577 11.56040 16.06427 1.6883 1.0666 -1.9352
H 15.58587 10.90697 14.50170 0.2343 1.1241 -0.5757
H 15.51231 9.85420 15.80813 -0.5555 -0.3408 0.1733
H 14.01531 9.09701 13.80302 -0.3393 1.2236 0.1600
H 13.12704 10.76027 13.99147 0.4054 -0.7817 0.0940
H 12.17469 9.74309 15.85083 0.2695 0.1907 -0.3473
H 13.97127 11.15389 16.82907 -0.6378 -0.9777 1.6584
C 10.77806 8.55696 7.24940 -0.4931 1.0601 0.1774
C 11.20774 8.35342 8.67329 1.0601 2.2701 0.6231
O 11.45207 9.62040 9.39214 -0.1100 -1.3974 -1.1153
O 9.45579 9.12611 7.16957 1.0134 1.0329 -0.5395
H 10.75708 7.66030 6.67826 0.2375 -1.0809 -0.2953
H 11.45657 9.24896 6.71718 -0.3141 -0.1819 0.4765
H 12.15895 7.90710 8.68730 1.5132 -0.6351 -0.3394
H 10.67279 7.71665 9.32733 -1.5208 -0.6243 0.2529
H 10.72903 10.23341 9.21930 -0.4225 0.1434 0.0717
H 8.86321 8.46883 7.47948 -1.0822 -0.8766 0.5184
```
Forces are in eV/Å.

Which charges does Mulliken predict for the atoms? In e, they are:
1. C 0.628
2. O -0.701
3. N 0.088
4. N -0.367
5. H -0.213
6. H 0.046
7. H 0.125
8. H 0.287
9. C 0.539
10. O -0.732
11. N -0.433
12. N -0.419
13. H 0.311
14. H 0.272
15. H 0.214
16. H 0.184
17. C -0.817
18. O 0.035
19. N 0.122
20. N 1.166
21. H 0.094
22. H 0.273
23. H -0.364
24. H 0.133
25. C -0.882
26. C 0.456
27. O -0.625
28. O -0.497
29. H 0.311
30. H 0.361
31. H -0.510
32. H 0.657
33. H 0.286
34. H 0.093
35. C 0.024
36. C -0.656
37. O -0.296
38. O -0.594
39. H -0.135
40. H 0.381
41. H 0.399
42. H 0.304
43. H 0.238
44. H 0.296
45. C -0.617
46. C -0.439
47. O -0.570
48. O -0.282
49. H 0.329
50. H 0.388
51. H 0.224
52. H 0.412
53. H 0.286
54. H 0.258
55. C -0.955
56. C 0.468
57. O -0.547
58. O -0.306
59. H 0.481
60. H 0.425
61. H -0.337
62. H 0.312
63. H 0.299
64. H 0.210
65. C -0.350
66. C -0.582
67. O -0.475
68. O -0.452
69. H 0.215
70. H 0.341
71. H 0.132
72. H 0.501
73. H 0.324
74. H 0.377
75. C -0.795
76. C 0.475
77. O -0.507
78. O -0.601
79. H 0.341
80. H 0.366
81. H 0.303
82. H -0.170
83. H 0.235
84. H 0.340
85. C -0.662
86. C -0.484
87. O -0.488
88. O -0.561
89. H 0.428
90. H 0.255
91. H 0.434
92. H 0.309
93. H 0.328
94. H 0.302

Entry from the Open Molecules 2025 dataset: an isolated ion of composition C6H13N4O2 and charge +1 in a non-equilibrium geometry (ωB97M-V/def2-TZVPD).

## Properties
- 2S+1 = 1
- SMILES = CO/C=[NH+]/C(=O)N1NC(C)(C)N1
- HOMO (eV) = -12.758
- molecular weight (g mol⁻¹) = 173.20
- net charge = +1
- calculated total energy (eV) = -16478.8645
- ΔE to the lowest compared entry with this formula, charge and spin (kcal/mol) = 92.2

Structure (XYZ):
```
25
Properties=species:S:1:pos:R:3:forces:R:3
C 1.48736 1.87526 0.05726 0.6690 -0.3708 -0.1193
C 2.00645 -0.47084 0.10014 -0.0440 -0.0417 0.6821
C -1.55486 0.61705 -0.00498 -0.4160 -0.3847 0.1983
C -1.85799 -0.29514 1.16854 0.0071 0.1485 -0.2753
C -2.69545 0.72616 -0.99383 0.2928 0.0643 0.0624
C 2.25920 -2.80175 0.23413 -0.1878 -1.0592 0.3345
N 2.32786 0.70865 -0.35071 0.1624 0.1645 -0.0832
N -0.97409 1.90417 0.44414 -0.0266 0.4337 0.7157
N 0.21979 1.56235 -0.23900 -0.4416 0.1547 -0.8030
N -0.22906 0.25956 -0.62255 -0.3113 -0.3128 -0.1974
O 1.95775 2.89090 0.45124 -0.0673 0.0594 0.1830
O 2.53378 -1.53522 -0.36398 0.3542 0.7907 -0.5040
H 1.33825 -0.52243 0.96211 0.1941 -0.0899 -0.2126
H -1.94796 -1.32103 0.82109 -0.0748 -0.1267 -0.0146
H -2.78934 0.00292 1.63767 -0.1314 0.0121 0.1152
H -1.06705 -0.22875 1.91021 0.0878 -0.0025 0.0730
H -2.93531 -0.25455 -1.39799 -0.0725 -0.0938 -0.0136
H -2.43999 1.39324 -1.81673 0.0219 0.0335 -0.0463
H -3.57696 1.11642 -0.49270 -0.1157 0.0101 0.0338
H 1.54305 -3.34048 -0.38861 0.0767 0.1830 0.0114
H 1.86673 -2.69348 1.24589 0.0619 0.1126 -0.0617
H 3.19992 -3.35211 0.25124 -0.1187 0.1612 0.0372
H 3.03533 0.82274 -1.07193 -0.0666 -0.0177 0.0905
H -1.41780 2.75357 0.10079 0.1853 -0.1483 -0.3316
H -0.28960 0.18281 -1.64143 -0.0391 0.3197 0.1256
```
Forces are in eV/Å.

Which charges does Mulliken predict for the atoms? In e, they are:
1. C 0.189
2. C 0.547
3. C 0.896
4. C -1.485
5. C -1.565
6. C -0.640
7. N -0.050
8. N -0.472
9. N 0.392
10. N -0.339
11. O -0.479
12. O -0.314
13. H 0.231
14. H 0.336
15. H 0.393
16. H 0.351
17. H 0.400
18. H 0.411
19. H 0.406
20. H 0.285
21. H 0.372
22. H 0.271
23. H 0.277
24. H 0.310
25. H 0.278

Entry from the Open Molecules 2025 dataset: a 4-piece molecular cluster, C8H24O4 overall in a non-equilibrium geometry (ωB97M-V/def2-TZVPD).

## Properties
- 2S+1 = 2
- HOMO (spin up / spin down) (eV) = -12.729 / -12.728
- molecular weight (g mol⁻¹) = 184.28
- net charge = +1
- calculated total energy (eV) = -16863.0247
- ΔE to the lowest compared entry with this formula, charge and spin (kcal/mol) = 52.1

Structure (XYZ):
```
36
Properties=species:S:1:pos:R:3:forces:R:3
C 2.65413 0.84714 -1.65365 1.5255 -0.3888 -0.4103
C 3.78308 -0.17461 -2.24154 -1.6461 1.1694 0.2823
O 3.20126 -1.47003 -2.20583 0.3194 -0.0336 0.2140
H 3.01329 1.87083 -1.54801 0.3398 0.0215 -0.3386
H 2.29450 0.62784 -0.64832 0.3637 -0.7074 0.0981
H 1.76166 0.90416 -2.27681 0.2321 -0.3047 -0.3910
H 4.76893 -0.17054 -1.77659 -0.3325 0.2799 0.9547
H 4.07248 0.05883 -3.26616 -0.6334 0.4241 -0.3043
H 3.94454 -2.06311 -2.07389 -0.2100 -0.4295 -0.0567
C 0.03512 1.38555 2.20232 0.6901 -0.6729 -0.7268
C 0.20845 2.38156 1.05471 -0.3278 0.1972 0.3347
O 1.25952 3.21409 1.32663 1.2342 1.0889 1.0457
H 0.92434 0.77038 2.33992 0.3885 0.0659 -0.4642
H -0.73065 0.64466 1.97256 -0.4146 0.2813 0.3516
H -0.02639 1.84073 3.19081 -0.7419 0.3782 -0.3005
H -0.65737 2.98835 0.78966 -0.7216 -0.1353 0.3687
H 0.50290 2.02767 0.06671 -0.3065 -1.5736 -0.5528
H 1.06381 4.11894 1.07262 0.1153 0.1754 -0.1243
C -1.09224 0.23259 -2.48155 -1.1446 -0.7813 1.6651
C -1.43776 -0.16982 -0.99977 -1.1630 1.7684 -2.2113
O -2.58589 0.48167 -0.38930 2.4074 -0.1399 -2.2017
H -0.69908 1.24037 -2.61541 -0.0925 -0.1440 0.1447
H -2.00707 0.07168 -3.05189 0.1429 0.2133 -0.3021
H -0.36545 -0.53203 -2.75582 0.1521 0.2379 -0.2818
H -0.52116 -0.00256 -0.43412 0.3139 0.1135 1.0883
H -1.66915 -1.23471 -0.97574 0.1021 -0.4769 0.4483
H -2.63584 0.05926 0.47132 -0.7267 -0.6241 2.0096
C -1.28833 -2.50874 1.80733 0.6955 -1.5304 1.1698
C -2.75028 -2.29268 1.56640 1.0376 -1.6733 0.9976
O -2.89835 -0.96224 1.93488 -1.4849 2.3460 -1.0913
H -0.61590 -1.95822 1.14943 -0.1461 -0.3693 -0.3437
H -1.07029 -3.57122 1.91556 0.4319 -0.1120 -0.7554
H -1.03341 -2.15802 2.80739 -0.1285 0.2659 0.1420
H -3.38662 -2.84171 2.26047 0.2183 -0.6373 -0.1544
H -3.02477 -2.65614 0.57612 -0.4244 1.0573 -0.3431
H -2.99197 -0.99990 2.88957 -0.0651 0.6501 0.0389
```
Forces are in eV/Å.

Which charges does Mulliken predict for the atoms? In e, they are:
1. C -0.722
2. C -0.438
3. O -0.501
4. H 0.416
5. H 0.162
6. H 0.127
7. H 0.381
8. H 0.260
9. H 0.300
10. C -0.625
11. C 0.008
12. O -0.470
13. H 0.323
14. H -0.009
15. H 0.390
16. H 0.413
17. H -0.045
18. H 0.353
19. C -1.320
20. C 0.235
21. O -0.231
22. H 0.320
23. H 0.411
24. H 0.387
25. H 0.112
26. H 0.292
27. H 0.473
28. C -0.836
29. C -0.330
30. O -0.652
31. H 0.136
32. H 0.400
33. H 0.303
34. H 0.372
35. H 0.271
36. H 0.335